16
Properties=species:S:1:pos:R:3:forces:R:3 method="wB97M-V/def2-TZVPD" total_charge=0 e_lumo_ev=1.191 smiles=CC.CC e_tot_ha=-159.574407 homo_lumo_gap_ev=12.83 relative_energy_kcal_mol=6.6
H -2.429754 1.994436 0.311627 0.09 0.12 0.29
H 3.048616 0.158996 -0.062364 -0.03 0.03 0.10
H -2.050396 -0.719904 0.453930 -0.20 0.16 0.11
C -1.561777 1.390777 0.064477 0.35 -0.33 -0.08
H 1.346998 -2.016695 0.772314 0.29 -0.04 0.41
H -0.981291 1.913987 -0.699193 -0.33 -0.04 -0.23
H 0.235844 -0.744837 0.678596 0.16 0.47 -0.42
C 1.306676 -0.928151 0.736192 0.36 -0.39 0.18
H -2.921944 0.003525 -0.902696 0.02 -0.18 -0.26
H -0.858148 1.315392 0.891206 -0.24 0.19 0.36
H -1.168784 -0.409100 -1.006972 -0.32 -0.20 -0.28
H 1.599742 0.209685 -1.061713 0.28 0.00 -0.31
H 2.607723 -1.265880 -0.979224 -0.08 0.07 -0.20
H 1.645177 -0.493204 1.675731 -0.05 -0.29 0.16
C -1.971800 -0.020498 -0.379355 0.51 0.32 0.02
C 2.204023 -0.427881 -0.416399 -0.82 0.12 0.16

***

16
Properties=species:S:1:pos:R:3:forces:R:3 method="wB97M-V/def2-TZVPD" total_charge=0 e_lumo_ev=1.111 e_tot_ha=-288.630475 homo_lumo_gap_ev=7.77 relative_energy_kcal_mol=95.1
H -0.275928 -0.355565 2.564856 -0.15 -0.12 0.01
H -0.870467 2.245671 -0.179168 0.26 -0.02 -0.05
C 0.225977 -1.329373 0.589793 0.01 -0.17 0.01
H 1.928168 -0.463569 -0.690267 -0.23 0.15 -0.02
C 0.962406 -0.254268 -0.224634 0.19 -0.16 -0.11
H 0.925337 -1.991049 1.104787 0.06 0.11 -0.12
H -0.485064 -0.776657 -2.576782 -0.04 0.00 -0.04
C -0.006451 1.582085 -0.223994 -0.01 0.09 -0.13
C -0.778454 0.095302 -2.016949 0.20 0.17 -0.37
C -0.320654 -0.216864 1.488022 -0.36 -0.06 0.25
H -1.339946 -0.017561 1.131423 0.12 0.29 0.64
H 1.435259 1.279223 1.495824 -0.13 -0.19 -0.05
N 0.008974 0.523963 -1.058997 -0.31 -0.04 -0.06
H -1.550022 0.781991 -2.336434 -0.04 -0.22 -0.12
C 0.673963 0.817897 0.863707 0.16 0.14 0.20
H -0.533098 -1.921226 0.068813 0.27 0.03 -0.04

***

5
Properties=species:S:1:pos:R:3:forces:R:3 method="wB97M-V/def2-TZVPD" total_charge=-1 e_lumo_ev=2.618 e_tot_ha=-1229.460218 homo_lumo_gap_ev=8.47 relative_energy_kcal_mol=0.0
Y -36.164325 4.946817 -19.414865 -0.47 -0.90 -0.44
I -34.822790 7.454335 -19.218871 0.13 0.05 0.07
I -38.591717 5.568961 -21.024599 0.44 -0.11 0.44
I -36.486872 3.392990 -16.912628 0.00 0.42 -0.36
I -34.982826 2.774027 -21.062687 -0.10 0.53 0.29

***

18
Properties=species:S:1:pos:R:3:forces:R:3 method="wB97M-V/def2-TZVPD" total_charge=0 e_lumo_ev=0.629 smiles="CCNC=O.O.O" e_tot_ha=-401.373217 homo_lumo_gap_ev=10.67 relative_energy_kcal_mol=25.0
H 0.616577 -3.437004 0.243646 -0.06 0.03 -0.12
C -0.962599 0.457231 -0.608471 0.85 -1.29 -0.35
H -1.149047 1.451164 2.488639 -0.06 0.47 -0.05
H 0.957993 2.739867 2.128312 -0.20 0.08 0.03
H 1.262051 -0.190084 -1.811117 0.04 0.03 0.10
H 2.363499 -1.274379 -1.860190 -0.04 0.01 -0.06
O -0.139711 -3.493207 -0.351430 -0.09 0.01 0.18
H -1.402214 -0.437465 -1.090295 -0.74 0.27 0.02
O -0.306009 1.205905 -1.297623 0.13 0.61 0.14
H -0.308087 -2.576535 -0.596632 0.23 -0.02 -0.08
C 0.656473 2.069892 1.324053 0.08 0.02 0.10
H 1.558978 1.531533 1.039079 -0.03 -0.09 -0.16
O 1.643549 -0.933148 -1.323071 -0.07 -0.01 0.04
N -1.045937 0.329065 0.734744 -0.68 0.49 -0.03
H 0.174453 0.327379 2.366743 -0.04 -0.26 0.44
H -1.875994 -0.189772 0.989219 0.37 -0.21 0.22
C -0.386091 1.072710 1.817219 0.42 -0.41 -0.55
H 0.334293 2.618540 0.448609 -0.11 0.26 0.12

***

18
Properties=species:S:1:pos:R:3:forces:R:3 method="wB97M-V/def2-TZVPD" total_charge=0 e_lumo_ev=-0.565 smiles="Cn1cc(C(Br)([N+](=O)[O-])[N+](=O)[O-])nn1" e_tot_ha=-3303.284861 homo_lumo_gap_ev=9.72 relative_energy_kcal_mol=0.0
C -0.615996 -0.627303 -0.443449 -1.85 0.18 -0.44
O 1.578915 2.236759 -0.552820 0.78 -0.13 -0.91
C -0.230121 -2.992603 -1.127163 2.09 -4.60 -0.05
H -1.596654 -0.486411 -1.090719 2.65 -0.04 1.52
H 0.463073 -3.353411 -1.999527 -0.89 1.57 1.60
C 0.060226 0.098049 0.547338 -1.39 2.65 -0.30
O -0.965958 2.019360 -1.061459 -0.56 -0.42 -1.53
O -1.326823 3.470808 0.450980 -0.87 2.09 0.42
N 1.018350 -0.654838 1.087300 0.10 0.03 0.11
H -1.189891 -2.931368 -1.462072 -2.64 0.02 -1.37
H -0.233373 -3.928137 -0.430340 0.13 1.84 -0.90
C -0.006629 1.713132 0.967969 -0.51 -4.58 0.29
N -0.851288 2.474051 0.031698 -0.37 -0.75 0.02
O 2.067457 2.405403 1.524650 1.88 0.29 1.47
Br -0.537854 2.064029 2.794296 0.42 -0.45 -0.74
N 1.003005 -1.818003 0.541728 -0.59 -0.25 -0.80
N 1.364303 2.137228 0.620580 -0.36 1.04 -0.09
N -0.000741 -1.826747 -0.398989 1.95 1.50 1.69

***

174
Properties=species:S:1:pos:R:3:forces:R:3 method="wB97M-V/def2-TZVPD" total_charge=+6 e_lumo_ev=-11.528 e_tot_ha=-7928.428892 homo_lumo_gap_ev=0.95
H 10.515370 10.427788 -0.330955 -0.48 -0.06 -0.77
C 6.850596 -13.670345 -2.003722 0.70 -1.31 1.52
H 8.636706 -12.520905 -2.387170 -0.43 -0.45 0.24
H -5.479172 -8.694750 -2.957983 -2.55 0.83 1.68
H -0.447252 2.756373 4.235181 -0.03 -0.18 -0.42
H -12.204444 3.057333 6.008893 0.12 0.10 0.39
C 3.319024 0.003270 -2.411407 -0.91 -1.34 -1.94
H -1.105257 -0.034597 3.164828 -0.04 0.24 0.49
H -5.615335 -6.827865 -0.949027 -0.97 0.78 0.56
N -1.319800 0.191878 5.250489 -0.41 0.48 -0.06
H -12.102298 -1.436972 7.733390 -0.25 -0.29 -0.53
H -14.166847 -0.438621 8.661415 -0.42 -0.60 -0.12
H -5.841562 5.870838 -10.202567 0.38 -0.70 0.41
H -7.981145 6.829388 -7.365493 0.52 -0.11 0.25
C -12.307739 3.322173 7.081942 0.73 -0.31 -1.33
C 4.470762 -1.119154 -4.463497 -1.94 -2.51 0.19
H 7.444209 -10.511788 0.455898 -0.50 0.09 -0.06
O 7.957277 5.029264 8.432225 0.19 1.97 1.27
H 8.804459 7.721323 3.198924 0.70 0.06 -0.63
H -12.219257 1.282057 10.301982 -0.76 -0.29 -0.14
H -3.227078 -0.735641 4.919900 0.89 0.13 0.21
H 7.284716 -13.049604 -0.087513 -0.98 0.63 0.09
H -4.182893 6.908805 -6.005817 1.11 0.61 0.26
N -6.425792 5.505820 -8.132756 -2.17 0.75 0.60
H -9.153838 -9.620231 -3.399676 -0.40 0.27 -1.19
H -13.260889 3.805671 7.156667 -0.60 0.41 0.45
H 11.521625 10.130159 0.874476 -0.37 0.35 0.07
C 9.812705 11.216884 1.483015 0.15 1.24 -0.44
H 8.725092 7.210615 1.520765 -0.68 -0.38 -0.84
H -7.021230 6.860003 -9.647354 -1.11 2.06 0.40
H -0.257908 -0.714217 6.794164 0.37 0.09 -0.83
O 9.884842 8.925923 1.780498 -0.24 -0.49 0.15
H 9.709681 13.275116 0.706793 -0.76 -0.89 0.17
H -5.298069 7.281888 -8.149524 -0.41 -0.17 0.32
H 6.982870 7.885484 9.861164 -0.09 -0.13 0.43
C -6.554868 -8.141406 -3.046218 3.18 -3.53 -0.59
H 8.245964 12.639031 1.513379 -0.51 0.34 0.24
H 8.838525 -14.128933 -1.910067 0.93 -0.40 0.93
H -6.843848 -8.644172 -0.987936 -1.05 0.41 -1.59
C 5.779048 2.073570 -6.951922 1.68 0.41 -2.40
C 7.336828 3.914815 7.905281 -0.62 -1.29 -1.41
H -1.971528 0.861204 7.234926 0.09 -0.16 -0.95
H 1.605333 -0.299766 -4.642366 -0.27 0.02 -0.45
H -11.483374 4.010496 7.339106 -0.50 -0.55 0.17
O -12.243024 2.142245 7.868072 0.60 -0.11 0.81
H -7.011365 3.481089 -8.330305 -1.71 -0.47 -0.69
H 7.192301 -0.411971 -6.582632 -0.81 0.06 0.55
H 5.554503 3.122101 -6.704017 -0.45 -0.51 -0.14
H 5.042037 1.437543 -7.473206 0.14 0.81 0.29
H 6.789958 -15.866627 -2.301863 -0.04 -0.42 -0.47
H -7.289658 5.539229 -6.215623 -0.63 0.29 -0.56
C -8.719474 -9.981734 -4.393480 -4.46 -0.48 0.63
H 8.092876 2.678932 -5.809944 0.25 -0.41 0.67
C 6.646143 -15.152123 -1.519551 0.04 1.59 1.72
C 9.043672 12.374374 0.848600 0.69 0.38 -0.91
H 6.690524 2.209354 -7.689779 -1.57 -0.19 0.65
H 7.114690 -0.321903 -4.888380 0.48 -0.24 1.32
C -7.645593 5.794535 -7.228919 0.47 0.26 -0.16
H -8.252575 0.317925 4.361745 0.01 -0.04 0.01
H 7.530233 8.573632 7.753369 0.35 -0.20 0.20
C -0.002653 -0.233479 5.823059 0.57 -0.49 -0.22
O 0.896604 1.278990 3.680514 1.19 0.93 -0.98
C 7.686601 7.242300 9.347740 0.30 -0.24 0.08
H 2.118884 1.297383 -4.332487 -0.22 0.58 -0.61
C -1.371314 0.788110 3.860778 0.52 -0.38 -1.70
N 8.722582 6.723543 10.338437 0.84 -0.35 -1.69
C 6.649229 -12.627976 -0.918282 1.89 -1.69 0.56
H -4.341123 -8.075086 -5.628531 0.83 -1.00 -0.52
C -6.189678 4.061583 -8.061803 2.61 -0.24 -1.44
C 2.455716 0.380390 -4.804125 -1.88 -0.52 2.55
C -4.519867 -8.981334 -5.065909 -3.30 3.33 1.24
H -10.742727 -8.672402 -5.888875 -0.85 -1.40 -0.12
H -4.625268 -9.857879 -5.641994 0.02 -1.30 0.20
H 5.110616 -1.574256 -3.715562 0.41 0.52 0.35
H 4.289241 -0.109949 -2.001164 0.87 0.61 0.80
C 6.526716 -0.071493 -5.723518 -0.22 -0.21 -2.43
H 8.015247 1.543881 -4.392384 0.21 -0.09 0.24
H -13.181852 0.761473 6.749899 -0.55 -0.24 -1.16
H 6.311895 5.620885 9.555607 0.05 0.01 -0.52
C 5.157545 -0.791688 -5.754657 0.23 0.55 -1.66
H -11.258105 -0.174945 8.353458 0.78 0.60 -0.35
N 10.896958 10.862577 0.489072 -0.04 -2.46 1.41
N -12.031920 -0.793702 8.502399 -1.15 0.87 0.95
H 8.058396 3.124130 7.826884 0.54 -0.21 -0.24
H 9.390866 7.447635 10.584495 0.04 0.19 0.17
C -5.146378 6.504219 -6.161288 -0.97 -1.55 0.50
H 3.872300 -2.060584 -4.756282 0.29 1.12 0.54
H 6.174531 -13.488503 -2.782342 -0.49 0.37 -1.61
C -5.283816 -6.559695 -4.748214 -5.46 -0.57 -0.28
O -7.484552 -7.490994 -6.617731 0.59 1.65 -0.83
O 7.251432 -11.441708 -1.359341 -0.69 0.00 -0.49
H -5.053629 5.199226 -4.681957 -0.03 -0.04 -0.16
H 9.047121 8.809510 8.565329 0.14 0.06 0.45
N -7.640418 -7.971855 -5.544182 -1.61 -3.76 0.13
H 10.262130 7.083178 2.310630 0.85 -1.03 0.46
H 8.811909 7.432689 7.495956 0.17 -0.31 0.14
H -12.979943 -0.262319 10.835575 -0.31 0.75 -0.19
C -0.352658 1.896745 3.543281 -1.11 -0.20 0.61
C -5.296962 6.310144 -7.630377 1.38 1.09 -1.53
C 8.347502 8.036197 8.271195 -0.34 0.83 -1.35
H 8.427544 -13.820298 -3.404029 -0.09 0.02 -0.47
H -8.495014 5.190721 -7.506781 0.05 -0.51 -0.27
H -4.406187 5.834829 -8.058218 -0.01 -0.12 0.40
C -13.289815 0.162290 8.773607 1.27 0.26 -0.70
H -7.453351 5.196051 -9.903761 -0.36 -0.21 -0.33
H -10.227252 -8.396400 -7.381564 1.96 -1.21 0.88
H 0.577064 0.663606 6.021713 0.18 -0.24 -0.19
C -2.188072 -1.006331 5.240261 -2.17 0.09 0.12
H -10.049525 -10.235121 -6.843408 -0.71 1.38 0.37
H 6.914865 4.139062 6.919501 0.06 -0.10 -0.03
C 6.910598 -10.375699 -0.498764 0.11 1.06 0.33
H -4.367947 -6.696132 -4.238650 0.58 0.41 0.91
H -8.418798 -6.743005 -0.464454 -0.15 -0.30 -0.45
H -0.645887 2.218633 2.518950 0.57 -0.05 0.46
C 7.444431 2.167080 -5.054687 0.11 1.77 -1.77
H 8.384839 10.037666 2.575766 -0.58 0.42 0.87
C 8.967464 9.992117 1.686761 0.57 -0.88 -0.49
H 10.358053 11.539891 2.390700 -0.40 -0.29 -0.38
H 2.685984 0.835443 -2.144813 0.31 0.43 0.32
H 8.599275 12.094215 -0.153515 0.48 0.21 1.10
H 5.809887 -10.342608 -0.386084 0.57 0.11 0.23
H -5.355219 3.815733 -8.768580 -0.66 0.21 0.62
H 7.246770 -15.439199 -0.600582 -0.23 0.54 -1.20
H 9.243001 5.994832 9.766617 -0.65 0.44 0.98
C 6.990640 6.022713 8.774838 0.54 -0.88 1.67
H -8.179453 -6.204490 -2.238475 -0.86 1.17 -0.92
H 5.593511 -12.588582 -0.653693 0.03 0.37 0.12
C -6.240797 -7.989933 -4.429573 0.29 1.87 -3.04
H 6.540936 3.495474 8.503249 -0.41 0.25 0.62
C 6.485113 1.403202 -5.913603 -0.54 -0.07 4.46
H 1.609772 1.855163 3.304065 -0.78 -0.61 0.56
H 11.437585 11.635230 0.242215 1.10 1.83 -0.61
O 4.519670 2.476333 -3.680474 -2.87 10.13 5.60
H -1.887533 -1.802291 4.539223 0.54 0.43 0.60
H -2.678985 1.697895 5.808072 -0.33 0.18 -0.02
H 5.245404 -1.714443 -6.347071 0.20 0.29 0.30
H 4.456542 -0.174769 -6.350940 0.46 -0.33 0.14
C 9.374697 7.640832 2.239082 -0.55 1.82 0.70
Br 0.145918 -3.747482 0.944730 -0.09 0.19 0.01
C -8.985439 -9.083435 -5.557626 7.65 2.21 4.24
H 7.254467 -9.414312 -0.929522 -0.18 -0.71 0.03
H -11.816910 -1.305176 9.358954 -0.17 -0.18 -0.07
C -9.954924 -9.143619 -6.539306 -2.76 0.89 -2.14
H 8.269544 9.880700 0.846809 0.05 -0.15 -0.10
H -7.775545 -10.084066 -3.954311 2.16 -0.36 -0.52
C -6.709783 5.880518 -9.544769 0.59 -1.36 -0.37
C -13.310165 1.255901 7.687326 0.19 0.31 1.28
H 0.526071 -0.893575 5.105251 -0.37 0.34 0.65
C 3.451116 -0.148264 -3.904811 3.95 1.59 0.33
C -8.129210 -6.939732 -1.497661 3.57 -2.53 0.42
C -1.789673 1.236421 6.201590 0.39 0.64 1.02
H 2.818041 -0.895590 -2.073933 -0.51 -0.38 0.32
N 8.292160 -13.499688 -2.452784 -0.60 0.42 -1.04
H -9.314233 -10.947976 -4.479805 1.14 0.87 -0.25
H 2.706362 0.407824 -5.810755 0.34 0.30 -1.71
H -14.023418 1.160415 10.487896 0.26 0.01 0.11
H 8.342252 6.322401 11.183236 -0.22 -0.33 0.26
H 7.028998 3.074118 -4.535247 -0.08 -1.01 -0.29
H -2.278222 -1.278519 6.291802 0.12 -0.68 -0.26
H -0.961557 1.977853 6.297138 -0.87 -0.42 -0.22
H -5.888579 7.109743 -5.648070 -0.12 0.45 -0.43
C -7.286534 -8.092492 -1.881435 0.25 1.78 1.50
N 4.815263 1.591572 -4.191999 2.38 -11.45 -6.17
H -2.416348 1.069864 3.545790 0.91 -0.16 1.06
Br 4.723412 4.928927 3.698072 0.04 -0.04 0.08
H 6.454666 6.325803 7.920132 -0.97 0.28 -1.09
H -14.257068 1.812008 7.799939 0.03 -0.48 -0.37
H -5.122360 -6.432760 -5.855343 -0.54 -0.03 1.24
H -4.330537 -8.753068 -4.007402 1.15 -1.53 -0.84
H -6.109745 -5.886418 -4.314609 2.27 0.08 -0.72
C -13.116234 0.633068 10.181919 0.65 -0.28 0.81
O -5.246546 5.177625 -5.629082 0.52 0.06 0.81
H 5.620769 -15.173069 -1.131180 0.03 -0.32 -0.42
H -5.906430 3.785026 -7.093554 0.47 -0.19 1.31